Density functional theory data (ωB97M-V with the def2-TZVPD basis set) for a molecular structure, C20H43AgN4O2P in a non-equilibrium geometry.

Structure (XYZ):
```
71
C20H43AgN4O2P | the Open Molecules 2025 dataset | ωB97M-V with the def2-TZVPD basis set
Ag -2.5456 0.1705 0.0906
P 0.8826 0.3278 -0.6253
O -4.4277 -0.9710 3.2916
O -4.5841 0.0686 0.6008
N 1.3966 1.6810 -1.5236
N -0.5657 0.3500 -0.2395
N 2.0610 0.2609 0.6638
N 1.4638 -0.9614 -1.5731
C 1.7515 1.3571 1.5898
C 2.0598 -1.0381 1.3668
C 2.3141 -0.8986 2.8688
C 0.5451 -2.9908 -2.6554
C -2.7327 -2.5206 2.4711
C 1.3713 4.1152 -1.0362
C 2.7406 4.2289 -1.7103
C -3.0768 -1.3313 3.3664
C 3.3872 0.1626 3.0940
C 2.6741 1.7836 -2.1868
C 2.8487 1.5293 2.6422
C 2.7556 -1.5922 -1.6579
C -5.7351 0.3685 -1.5059
C 1.1835 -3.5467 -1.3858
C 0.6108 2.8961 -1.5752
C 3.5065 2.9125 -1.5781
C 2.6499 -3.1104 -1.3479
C -6.9921 0.0668 0.6395
C -5.7035 -0.2879 -0.1209
C 0.5320 -1.4474 -2.5794
H -5.7304 -1.3873 -0.2833
H 2.5214 1.9895 -3.2595
H 2.5938 4.4478 -2.7745
H 2.6392 -1.8659 3.2584
H 0.6559 -3.1385 -0.5220
H 1.6425 2.2650 1.0017
H -6.5785 0.0032 -2.0986
H 0.7857 5.0195 -1.2260
H -0.4720 -3.3679 -2.7731
H 2.8724 -1.6474 0.9578
H 0.3379 3.1174 -2.6206
H 3.4443 -1.1024 -0.9698
H -0.4530 -1.0783 -2.2911
H 3.1951 0.8343 -2.0904
H -2.4340 -0.4824 3.0863
H 1.1171 -1.5724 1.1936
H -6.9321 -0.3105 1.6605
H 3.2102 -3.6738 -2.1005
H 2.4233 2.0619 3.4970
H 3.1506 -1.4707 -2.6799
H 0.7766 -1.0292 -3.5702
H -4.8074 0.1457 -2.0383
H -7.1210 1.1513 0.6787
H 3.3132 5.0522 -1.2739
H -5.8146 1.4528 -1.3951
H -3.3480 -3.3810 2.7405
H 0.7798 1.1918 2.0734
H 1.5051 4.0334 0.0447
H -4.5216 -0.5101 2.4042
H 1.1298 -3.3218 -3.5198
H -7.8588 -0.3817 0.1464
H 4.2683 -0.1048 2.5039
H -2.8565 -1.5833 4.4106
H 4.4767 2.9852 -2.0791
H 3.6887 0.1999 4.1433
H 1.4019 -0.6197 3.4007
H 3.6627 2.1402 2.2425
H -0.3046 2.7109 -1.0121
H -1.6769 -2.7837 2.5775
H 3.0827 -3.3442 -0.3723
H 3.6742 2.6805 -0.5222
H -2.9213 -2.2721 1.4191
H 1.1101 -4.6362 -1.3528
```

## Properties
Charge: -1
Energy in eV: -44783.298
Orbital gap in hartree: 0.2699